Record 1
{"formula": "C41H33N5O2PPtS", "method": "ωB97M-V/def2-TZVPD", "e_lumo_ev": [-11.23, -11.23], "charge": 3, "relative_energy_kj_mol": 39.56, "energy_ev": -77945.187, "elements": ["Pt", "C", "O", "C", "C", "C", "C", "C", "C", "N", "N", "C", "C", "O", "C", "C", "C", "C", "C", "C", "C", "C", "H", "H", "H", "H", "H", "H", "H", "H", "H", "H", "H", "H", "H", "N", "P", "C", "C", "C", "C", "C", "C", "C", "C", "C", "C", "C", "C", "C", "C", "C", "C", "C", "N", "H", "H", "H", "H", "H", "H", "H", "H", "H", "H", "H", "H", "H", "H", "H", "S", "C", "N", "C", "C", "C", "C", "C", "C", "H", "H", "H", "H", "H"], "xyz": [[0.56649, 0.14334, 0.01465], [-1.97322, 1.84087, -2.62850], [-1.81331, 0.95305, -1.49616], [-2.54885, 1.11703, -0.41365], [-3.50325, 2.12737, -0.26155], [-4.31237, 2.13589, 0.85116], [-4.21581, 1.14378, 1.85825], [-3.31040, 0.14233, 1.72802], [-2.42066, 0.10853, 0.61141], [-1.47971, -0.85202, 0.46935], [-1.83674, -1.96515, 1.04561], [-1.15259, -3.10793, 1.09927], [0.34418, -3.31817, 0.85681], [1.08355, -2.35426, 0.81280], [0.83824, -4.67669, 0.72955], [0.04373, -5.71733, 0.99092], [-1.35163, -5.54761, 1.36596], [-2.12403, -6.65492, 1.65011], [-3.47156, -6.50839, 1.98853], [-4.06326, -5.24767, 2.03720], [-3.30977, -4.13257, 1.75458], [-1.93776, -4.25051, 1.41780], [-1.72319, 2.86250, -2.34620], [-2.99371, 1.77942, -3.00182], [-1.27452, 1.47544, -3.37272], [-3.62474, 2.87860, -1.02624], [-5.05038, 2.92143, 0.95734], [-4.85575, 1.20220, 2.72725], [-3.18121, -0.60084, 2.50273], [1.88652, -4.77620, 0.48306], [0.42238, -6.73145, 0.94609], [-1.68718, -7.64396, 1.60692], [-4.05961, -7.38866, 2.21484], [-5.10677, -5.14802, 2.30055], [-3.75549, -3.15005, 1.79697], [3.17231, 0.01728, -1.45654], [2.62612, 0.85438, -0.08371], [2.98455, 2.57523, -0.37728], [4.27975, 3.03676, -0.12084], [4.61161, 4.34943, -0.41593], [3.65411, 5.20651, -0.94160], [2.36404, 4.75329, -1.19187], [2.03120, 3.43865, -0.91386], [3.58574, 0.30265, 1.31550], [3.50934, 1.04926, 2.49471], [4.22201, 0.64541, 3.60933], [5.01540, -0.49511, 3.54872], [5.09481, -1.23455, 2.37673], [4.37856, -0.84115, 1.25598], [2.31166, -0.79827, -2.15044], [2.72019, -1.50782, -3.28369], [1.80266, -2.28561, -3.94646], [0.48789, -2.35883, -3.47354], [0.15775, -1.64744, -2.35441], [1.04762, -0.87142, -1.69486], [4.04412, 0.26606, -1.90363], [5.02229, 2.38200, 0.31998], [5.61431, 4.70759, -0.22645], [3.91523, 6.23367, -1.15871], [1.62613, 5.42511, -1.60920], [1.03912, 3.06803, -1.15260], [2.92130, 1.96030, 2.53670], [4.17622, 1.22775, 4.51987], [5.58569, -0.79929, 4.41635], [5.72621, -2.11141, 2.32977], [4.44236, -1.42056, 0.34433], [3.74579, -1.43361, -3.61765], [2.09815, -2.83848, -4.82817], [-0.25989, -2.95458, -3.97560], [-0.84306, -1.65656, -1.94658], [-0.66108, 3.24756, 3.11431], [-0.23255, 2.52403, 1.64535], [0.11420, 1.26217, 1.69779], [0.08576, 0.78952, 3.01089], [0.46474, -0.48071, 3.44765], [0.37394, -0.75625, 4.79456], [-0.07606, 0.20791, 5.70967], [-0.42635, 1.47375, 5.29234], [-0.33644, 1.75310, 3.92857], [-0.25969, 3.07564, 0.71773], [0.86803, -1.19865, 2.74663], [0.67570, -1.72810, 5.16230], [-0.13035, -0.04049, 6.76076], [-0.75150, 2.22723, 5.99702]]}



Record 2
{"formula": "C21H42F3IN3O5PS", "method": "ωB97M-V/def2-TZVPD", "e_lumo_ev": -1.66, "charge": 0, "energy_ev": -73534.330, "elements": ["C", "O", "C", "C", "C", "C", "C", "C", "C", "C", "C", "C", "C", "P", "N", "C", "C", "C", "O", "O", "C", "F", "F", "F", "C", "O", "C", "I", "C", "C", "N", "N", "C", "S", "H", "H", "H", "H", "H", "H", "H", "H", "H", "H", "H", "H", "H", "H", "H", "H", "H", "H", "H", "H", "H", "H", "H", "H", "H", "H", "H", "H", "H", "H", "H", "H", "H", "H", "H", "H", "H", "H", "H", "H", "H", "O", "H"], "xyz": [[3.04918, -2.70115, -0.17690], [3.43864, -1.61824, 0.64072], [4.63505, -0.97970, 0.19874], [4.30805, 0.40586, -0.41948], [4.91630, 0.50875, -1.85292], [4.17286, 1.65151, -2.57670], [2.96006, 1.13217, -3.36831], [2.01570, 2.31278, -3.66227], [0.57455, 1.88226, -3.93479], [0.00432, 0.98426, -2.82933], [0.26961, 1.56460, -1.40110], [-0.96109, 1.65687, -0.47442], [-1.04010, 0.65041, 0.69224], [0.67919, 0.65777, 1.59552], [1.51581, 1.98981, 1.49576], [-2.20246, 1.10126, 1.70374], [-3.55090, 1.29019, 0.96510], [-4.75138, 1.78124, 1.76123], [-4.98313, 2.87658, 2.06073], [-5.70352, 0.81070, 2.01027], [-1.94250, 2.46768, 2.37370], [-2.28468, 3.49841, 1.61981], [-2.67190, 2.57657, 3.48107], [-0.70463, 2.69885, 2.80335], [-2.27815, 0.10548, 2.92750], [-3.53657, 0.00743, 3.53502], [-1.73794, -1.37528, 2.64427], [-2.70312, -2.80582, 3.92594], [-2.05945, -1.66923, 1.17742], [-2.06860, -3.18382, 0.84040], [-0.98430, -3.95509, 1.44274], [-1.33129, -0.78141, 0.19018], [-0.12593, -1.54437, -0.30597], [-2.37308, -0.82329, -1.31373], [2.41588, -3.35133, 0.43361], [3.88810, -3.30977, -0.51914], [2.42509, -2.35055, -1.01279], [5.14499, -1.58554, -0.55322], [5.34955, -0.83729, 1.01386], [4.69521, 1.21092, 0.20403], [3.22699, 0.55312, -0.49865], [5.94806, 0.83903, -1.71146], [4.87113, -0.44050, -2.38421], [4.83552, 2.25610, -3.19748], [3.79228, 2.32408, -1.80144], [2.47908, 0.30330, -2.84527], [3.36104, 0.80599, -4.33098], [2.39052, 2.83575, -4.54470], [2.05476, 3.02701, -2.83767], [0.52236, 1.34604, -4.88739], [-0.05133, 2.77031, -4.06377], [0.36177, -0.04134, -2.93955], [-1.08195, 0.99250, -2.94852], [0.60072, 2.58348, -1.59996], [1.13893, 1.06403, -0.97287], [-0.87816, 2.62833, 0.01823], [-1.85690, 1.75918, -1.08131], [1.55526, -0.36134, 1.17870], [0.41772, 0.41166, 2.96674], [1.03156, 2.67463, 0.92456], [-3.91754, 0.38700, 0.47868], [-3.48077, 2.02168, 0.16431], [-6.01102, 1.02368, 2.90576], [-1.60398, 0.49358, 3.69006], [-4.16729, -0.32000, 2.87036], [-0.68659, -1.47609, 2.89934], [-3.11691, -1.40397, 1.09204], [-3.01150, -3.58167, 1.23792], [-2.10262, -3.41293, -0.23015], [-0.29895, -4.25076, 0.76037], [-1.36102, -4.76920, 1.91305], [0.37186, -2.01892, 0.53789], [-0.36989, -2.26615, -1.06762], [0.63746, -0.91205, -0.75700], [-3.38162, -1.66899, -0.99040], [-5.06963, -4.99236, 2.39597], [-4.48822, -4.34705, 2.78220]]}